1.
Here is a single C31H33F3N2O5S molecule at a distorted geometry from OMol25. Energies are from wB97M-V/def2-TZVPD.

```
75
Properties=species:S:1:pos:R:3:forces:R:3
C -0.636326 -4.224983 2.066924 0.1843 -0.0194 -0.0856
C 0.319937 -4.341154 0.884821 -0.2117 0.0486 -0.0695
C -0.225536 -3.704350 -0.400085 0.2146 0.2493 0.2130
C 0.138230 -2.215239 -0.600226 0.0137 -0.6430 -0.6872
C 1.623418 -2.050564 -0.984586 -0.3661 0.3373 0.3247
C 2.084729 -0.599432 -0.804443 0.0238 -0.2275 -0.0291
C 3.517086 -0.393786 -1.198525 -0.1149 0.0485 0.0011
C 4.543439 -0.739697 -0.327597 -0.0253 0.0022 -0.0390
C 5.865312 -0.543816 -0.685160 0.0755 -0.0284 0.0572
C 6.177558 0.002663 -1.918864 0.1060 0.0275 -0.0437
C 5.161506 0.353717 -2.791239 0.0588 0.0361 -0.0916
C 3.839363 0.156808 -2.432107 0.0039 -0.0322 0.0438
C -0.746037 -1.635466 -1.709921 0.0457 0.2685 0.1952
C -2.107964 -1.247679 -1.222241 0.4012 -0.2623 0.2236
O -3.068792 -1.156620 -2.169963 -0.0014 0.1314 -0.0103
C -2.323646 -0.928028 0.066009 -0.3308 -0.1634 -0.2853
C -3.554245 -0.258171 0.639444 0.0526 -0.0669 -0.2448
C -4.863090 -0.558468 -0.099423 -0.1272 0.0700 0.1928
C -6.070952 -0.068481 0.689198 0.1356 -0.0795 -0.1680
C -3.256908 1.226727 0.668530 0.0106 0.2228 0.0924
C -3.561591 2.009438 1.774504 0.0171 0.0338 -0.0235
C -3.225425 3.351582 1.794732 -0.0152 0.0336 0.0489
C -2.529417 3.921837 0.742758 0.0930 0.0371 -0.2877
C -2.211660 3.139919 -0.359460 -0.8105 -0.4549 0.5465
N -1.442230 3.643122 -1.426828 0.7932 -0.1757 -0.4695
S -0.081853 2.821381 -1.908138 0.4348 0.2320 -0.1043
O -0.421683 1.531629 -2.435853 -0.3065 0.0165 0.2868
O 0.653222 3.712728 -2.754013 -0.0145 0.2684 0.2102
C 0.890321 2.532639 -0.405364 0.0251 0.1507 -0.2083
C 2.248315 2.795394 -0.400756 -0.0448 0.0797 -0.1389
C 2.956143 2.462982 0.744016 -0.3214 -0.1437 0.1974
C 2.257985 1.907771 1.812286 0.0790 0.1250 -0.0825
C 2.995953 1.471409 3.048527 0.1676 -0.0096 0.1634
F 4.109042 2.193157 3.258605 0.0899 0.1923 -0.1618
F 3.393105 0.190569 2.961496 -0.0470 -0.2289 -0.1466
F 2.258589 1.572874 4.158028 -0.2923 0.0398 0.0208
C 0.881331 1.709415 1.706247 0.3713 0.0116 0.2093
N 0.223565 2.019036 0.605296 -0.3127 -0.1903 -0.1577
C -2.620975 1.818004 -0.411481 -0.3427 0.1825 0.0721
C -1.196522 -0.963438 1.004130 0.0470 0.1155 0.2484
O -1.249840 -0.493624 2.119659 -0.1170 -0.1354 -0.1443
O -0.031138 -1.514385 0.628923 0.3167 0.0453 0.1463
H -0.231856 -4.757675 2.924614 -0.0375 -0.0337 0.1327
H -0.782484 -3.188254 2.352817 -0.0581 0.0928 0.0951
H -1.604070 -4.658712 1.821373 -0.1159 -0.0493 0.0058
H 1.270556 -3.880060 1.152809 0.1214 -0.0713 -0.0094
H 0.507612 -5.399763 0.691035 0.0963 0.0362 0.0086
H 0.157989 -4.245794 -1.267526 -0.0579 0.0466 -0.0989
H -1.314441 -3.797031 -0.399472 -0.0618 -0.0537 -0.0985
H 1.756627 -2.363965 -2.021328 -0.0130 -0.0894 -0.0360
H 2.237573 -2.692714 -0.353617 0.0404 -0.1002 -0.0232
H 1.957518 -0.349211 0.249531 -0.0148 0.0805 -0.0797
H 1.449392 0.064195 -1.394490 0.0064 -0.0067 0.0636
H 4.301175 -1.155302 0.639980 -0.0369 -0.0456 0.1360
H 6.653635 -0.814428 0.001829 0.0726 -0.0219 0.0594
H 7.209340 0.157572 -2.197685 0.0822 0.0151 -0.0219
H 5.398891 0.784598 -3.752886 0.0245 0.0399 -0.0818
H 3.046429 0.441391 -3.109765 -0.1049 0.0375 -0.0834
H -0.822015 -2.374326 -2.513442 -0.0117 -0.0227 0.0478
H -0.301971 -0.724661 -2.129135 -0.0258 -0.1323 -0.0405
H -2.683414 -1.281189 -3.046425 0.0349 -0.0268 0.1365
H -3.654759 -0.598005 1.675769 0.0029 0.0484 -0.0943
H -4.941438 -1.635882 -0.254215 0.0139 -0.0260 -0.0967
H -4.849433 -0.077853 -1.076368 -0.0154 -0.0862 -0.0187
H -6.989408 -0.302758 0.155898 -0.1161 0.0181 0.0035
H -6.021357 1.008424 0.831741 -0.0715 0.1110 0.0551
H -6.112049 -0.544616 1.666691 -0.0467 -0.0258 0.1431
H -4.048992 1.565470 2.628774 -0.0520 -0.0840 0.1070
H -3.476576 3.955890 2.653990 -0.0117 0.0503 0.0703
H -2.226345 4.958850 0.780181 0.0636 0.1061 0.0327
H -1.244450 4.631786 -1.379361 0.0948 0.1467 -0.0892
H 2.715168 3.226062 -1.270539 0.1304 0.0533 -0.0750
H 4.022594 2.620435 0.806098 0.0584 0.0096 -0.0144
H 0.289880 1.269226 2.498123 0.0740 -0.0347 0.1046
H -2.381603 1.250843 -1.292843 -0.0240 -0.1265 -0.0552
```
Positions in Å, forces in eV/Å.

HOMO-LUMO gap: 8.574 eV
Largest force on an atom: 0.0210 hartree/bohr
Multiplicity: 1
Charge: 0
Electronic energy: -64889.36168 eV

Mulliken atomic charge list, values in e, 4 entries: atom 1 (C): -1.27, atom 2 (C): -0.45, atom 3 (C): -1.04, atom 4 (C): 1.25

2.
Here is a single C8H8O2 molecule at a distorted geometry from OMol25. Energies are from wB97M-V/def2-TZVPD.

```
18
Properties=species:S:1:pos:R:3:forces:R:3
C -1.544453 1.827252 -1.110246 -0.1758 -0.0067 -0.8912
C -0.958916 0.798784 -0.922297 0.8595 0.2560 0.4017
C 0.010484 -0.238594 -0.567139 -4.1387 -1.0656 2.4663
C 0.041991 -1.246281 -1.716683 -0.3415 -1.8714 2.1220
C 1.223584 0.341408 -0.023388 3.3196 0.0921 2.6138
C 0.994052 0.875259 1.465947 -1.0154 -0.4163 -0.9960
O 1.429497 1.852715 2.000795 0.4236 0.0387 -0.3530
C -0.026037 -0.025041 2.066636 -0.1586 -0.9560 0.1604
O 0.226207 -1.393141 1.696969 0.4942 -1.9812 1.0112
C -0.729233 -0.792015 0.978974 0.9945 3.1140 -2.8359
H -1.936187 2.639874 -1.666361 -0.3969 0.3522 0.3571
H 0.930060 -1.891590 -1.839579 -0.2946 0.6426 0.1945
H -0.198704 -0.670622 -2.529673 0.1684 1.0911 -2.5835
H -0.847567 -1.902724 -1.639121 0.4927 0.0943 0.2015
H 1.649959 1.199017 -0.560946 0.2359 -0.7123 -0.1559
H 1.935769 -0.550386 0.227979 -0.6049 1.7358 -1.0066
H -0.382140 -0.014823 3.108977 0.0041 0.7114 -0.7390
H -1.818367 -0.809091 1.029156 0.1339 -1.1186 0.0324
```
Positions in Å, forces in eV/Å.

HOMO-LUMO gap: 10.267 eV
Largest force on an atom: 0.0960 hartree/bohr
Multiplicity: 1
Charge: 0
Electronic energy: -12515.78683 eV
Relative energy (zero: lowest compared OMol25 entry of this formula, charge and spin): 3.705 eV

Mulliken atomic charge list, values in e, 4 entries: atom 1 (C): 0.16, atom 2 (C): -1.46, atom 3 (C): 1.64, atom 4 (C): -1.57

Listing LUMO level for the structures above in their given order: -0.02, 0.82 eV.
Listing highest occupied orbital energy for the structures above in their given order: -0.31570, -0.34714 Ha.